No. 1
ORCA calculation (ωB97M-V with the def2-TZVPD basis set) on a cluster of 4 separate species, H8O4 in total.

## Properties
* total energy: -8319.6018 eV
* orbital gap: 10.7 eV
* relative energy (zero: lowest compared OMol25 entry of this formula, charge and spin): 1.074 eV
* structure (SMILES): O.O.O.O
* molar mass: 72.060 Da

```
! wB97M-V def2-TZVPD RIJCOSX def2/J DEFGRID3
* xyz 0 1
O -1.108 1.817 -1.009
H -1.550 1.551 -0.198
H -1.497 1.147 -1.665
O -0.900 -1.689 0.212
H -1.499 -0.962 0.094
H 0.021 -1.433 -0.129
O 1.089 0.233 -0.592
H 1.505 0.219 -1.494
H 0.363 0.827 -0.752
O 1.216 -0.285 2.145
H 1.183 -0.145 1.217
H 1.177 -1.281 2.171
*
```



No. 2
ORCA calculation (ωB97M-V with the def2-TZVPD basis set) on a cluster of 4 separate species, H8O4 in total.

## Properties
* total energy: -8319.4433 eV
* orbital gap: 10.8 eV
* relative energy (zero: lowest compared OMol25 entry of this formula, charge and spin): 1.233 eV
* structure (SMILES): O.O.O.O
* molar mass: 72.060 Da

```
! wB97M-V def2-TZVPD RIJCOSX def2/J DEFGRID3
* xyz 0 1
O 0.927 -1.626 1.768
H 1.783 -1.165 1.600
H 1.125 -2.537 1.827
O 2.063 1.350 -2.129
H 1.357 1.600 -2.831
H 1.970 2.084 -1.571
O -0.531 -0.323 -0.270
H -0.054 -0.943 0.314
H 0.134 0.375 -0.451
O -3.202 0.134 0.701
H -2.512 -0.095 0.071
H -3.061 1.147 0.970
*
```



No. 3
ORCA calculation (ωB97M-V with the def2-TZVPD basis set) on a cluster of 4 separate species, H8O4 in total.

## Properties
* total energy: -8319.6765 eV
* orbital gap: 11.2 eV
* relative energy (zero: lowest compared OMol25 entry of this formula, charge and spin): 1.000 eV
* structure (SMILES): O.O.O.O
* molar mass: 72.060 Da

```
! wB97M-V def2-TZVPD RIJCOSX def2/J DEFGRID3
* xyz 0 1
O 0.381 2.060 -2.544
H 1.180 2.265 -2.051
H -0.312 1.970 -1.882
O -3.038 -0.710 1.048
H -2.753 -1.577 0.748
H -2.224 -0.223 1.238
O -0.341 0.380 0.735
H -0.036 -0.511 0.527
H 0.357 0.944 0.393
O 2.134 -1.560 0.225
H 1.879 -2.102 0.979
H 2.773 -0.936 0.584
*
```



Here are the calculated LUMO level numbers, same order: 0.04; 0.36; 0.10 (eV).